C32H33BrN4OOsSi | the ωB97M-V functional and the def2-TZVPD basis

```
73
Properties=species:S:1:pos:R:3:forces:R:3:lowdin_spin:R:1
Os 1.071431 0.159896 0.096483 -0.08 -0.23 -0.46 2.44
Br -4.311333 -3.924823 7.123923 0.06 -0.03 -0.04 0.01
C -2.851073 -4.603468 6.161686 -0.03 0.01 0.03 0.02
C -2.849628 -4.503150 4.770370 -0.04 0.02 -0.03 0.00
C -1.778116 -4.984754 4.049550 -0.02 0.02 0.03 0.02
C -0.711968 -5.571440 4.736372 -0.01 -0.06 0.10 0.03
C -0.741340 -5.723546 6.123014 -0.01 0.01 -0.05 0.02
C -1.805032 -5.215497 6.842510 -0.02 0.00 0.03 0.00
N 0.429572 -6.106341 4.105267 -0.01 0.08 -0.08 0.15
N 0.747634 -5.843111 2.962811 0.08 -0.19 0.03 0.25
C 0.625526 -4.811293 2.109233 -0.03 0.12 -0.03 0.11
C 0.473668 -5.105875 0.735938 -0.01 -0.11 0.05 0.04
C 0.340870 -4.127119 -0.209250 -0.01 0.08 -0.04 0.04
C 0.431191 -2.763998 0.157053 -0.14 -0.18 0.01 0.10
O 0.294948 -1.801404 -0.659895 0.15 0.19 0.01 0.20
C 0.700267 -2.457254 1.551100 0.02 -0.01 0.16 0.05
N 0.850594 -1.139939 1.827093 0.06 0.21 0.43 0.05
C 1.084216 -0.760915 3.076578 -0.03 -0.05 -0.08 0.02
C 1.229310 -1.686008 4.112267 -0.01 -0.04 0.04 0.01
C 1.102667 -3.025786 3.844013 0.00 0.03 0.04 0.02
C 0.801421 -3.443071 2.535304 -0.02 0.08 -0.12 0.03
H -3.697656 -4.062458 4.265493 0.01 0.00 0.00 0.00
H -1.795043 -4.933806 2.969045 0.02 -0.01 0.00 0.00
H 0.077283 -6.233427 6.613247 0.00 0.01 0.00 0.00
H -1.837501 -5.307579 7.918730 0.00 0.00 0.00 0.00
H 0.426107 -6.151257 0.458250 -0.01 0.01 -0.02 0.00
H 0.171204 -4.372309 -1.248232 0.01 -0.01 0.00 0.00
H 1.165881 0.303109 3.251578 0.01 -0.01 0.01 0.00
H 1.450816 -1.335462 5.110010 -0.01 0.00 0.00 0.00
H 1.243807 -3.748514 4.636005 0.00 0.00 -0.01 0.00
C 0.755335 3.849710 -0.200322 -0.04 -0.09 0.05 0.00
Si 0.819056 2.423247 1.024361 0.00 -0.10 0.16 0.05
C 2.218096 2.769225 2.245477 -0.05 -0.01 -0.01 0.02
C -0.823225 2.267908 1.939196 0.06 -0.07 -0.09 0.00
C -1.666766 1.174566 1.725900 -0.13 -0.03 -0.06 0.02
C -2.870132 1.030710 2.404063 0.01 0.05 0.02 0.00
C -3.257490 1.997407 3.320449 0.01 -0.01 -0.01 0.00
C -2.441308 3.098011 3.546734 -0.04 0.00 0.02 0.00
C -1.241294 3.228086 2.864827 0.11 0.04 0.04 0.00
H 0.688976 4.778460 0.372965 0.00 0.00 0.00 0.00
H -0.120529 3.822739 -0.851049 0.00 -0.04 0.00 0.00
H 1.658687 3.909123 -0.810704 0.01 -0.01 0.01 0.00
H 2.413420 3.841036 2.325096 -0.05 0.01 -0.03 0.00
H 3.156974 2.296595 1.950504 0.00 0.01 -0.02 0.00
H 1.962334 2.420798 3.248655 0.03 -0.02 -0.01 0.00
H -1.414681 0.406014 0.992460 0.04 0.03 0.00 0.01
H -3.505898 0.176067 2.210535 -0.01 0.01 0.00 0.00
H -4.195262 1.899913 3.851188 0.00 0.00 0.00 0.00
H -2.743866 3.857657 4.255456 0.00 0.00 0.00 0.00
H -0.620791 4.095901 3.063510 0.00 0.00 0.00 0.00
C 1.112220 0.925750 -5.315749 0.01 0.01 -0.01 0.00
N 0.328039 0.914829 -4.046494 -0.03 0.02 0.00 0.00
C 0.192132 -0.470674 -3.514405 0.00 0.00 0.02 0.01
C 0.852134 1.891943 -2.998703 0.00 -0.03 -0.02 0.02
C 2.218695 1.548229 -2.483478 0.00 -0.03 0.04 0.05
C 3.335839 1.950829 -3.204131 0.03 0.00 0.00 0.00
C 4.621795 1.644757 -2.771392 -0.02 0.02 -0.03 0.05
C 4.797549 0.948783 -1.588724 0.01 -0.01 0.01 0.00
C 3.687647 0.590755 -0.834067 0.01 0.01 0.03 0.08
C 2.379228 0.868970 -1.256563 0.09 0.28 -0.15 0.05
H 0.609357 0.287541 -6.037662 -0.01 0.00 0.00 0.00
H 2.107569 0.543587 -5.111014 0.00 0.00 0.00 0.00
H 1.167029 1.943849 -5.692801 0.00 0.00 0.00 0.00
H -0.609935 1.244462 -4.276872 0.00 0.00 0.01 0.00
H 1.181317 -0.843286 -3.264033 0.00 0.00 0.00 0.00
H -0.268363 -1.092990 -4.277490 0.01 0.00 -0.01 0.00
H -0.424778 -0.454048 -2.620468 -0.01 0.00 0.00 0.01
H 0.114242 1.879039 -2.196339 0.01 0.00 0.02 0.01
H 0.832433 2.872206 -3.474487 0.01 0.00 -0.02 0.00
H 3.212960 2.532950 -4.110708 0.00 0.00 0.00 0.00
H 5.477180 1.968680 -3.348322 0.00 0.00 0.00 0.00
H 5.792819 0.715414 -1.235009 0.00 0.00 0.00 0.00
H 3.855303 0.099248 0.123183 0.00 0.00 -0.01 0.01
```
Forces are in eV/Å.

Its charge is +2. As for the LUMO energy (alpha / beta): -6.46 / -7.42 eV. The expectation value of S² is 6.07. For the energy above the lowest of the compared OMol25 structures with the same formula, charge and spin, the calculation gives 0.00 kJ/mol. The HOMO energy (alpha / beta) comes out at -13.01 / -13.55 eV. The calculation puts the gap between HOMO and LUMO (alpha / beta) at 6.55 / 6.13 eV. Its spin multiplicity is 5.

---

C39H30BrCsF6N6O8S2 | the ωB97M-V functional and the def2-TZVPD basis

```
93
Properties=species:S:1:pos:R:3:forces:R:3:lowdin_charge:R:1
Cs -0.266362 -0.438102 -1.025115 0.38 0.80 0.94 1.25
C -1.383107 4.849051 -1.709498 -0.02 -0.04 0.05 -0.05
O -2.182454 4.448635 -0.567468 0.03 0.04 0.01 0.01
C -1.913254 3.137167 -0.381612 0.06 -0.06 -0.02 -0.33
N -1.181090 2.537526 -1.219743 -0.04 0.06 0.08 0.10
C -0.754997 3.530701 -2.218290 -0.02 0.01 -0.01 -0.24
C 0.751605 3.561620 -2.323792 0.05 -0.10 0.00 -0.19
C 1.384654 3.385153 -3.547240 0.02 -0.01 0.02 -0.02
C 2.772258 3.381636 -3.628226 -0.01 0.04 0.01 -0.08
C 3.534033 3.552469 -2.482815 -0.03 0.07 -0.02 -0.09
C 2.906691 3.718325 -1.254240 0.00 0.09 -0.02 -0.07
C 1.523855 3.721079 -1.176104 -0.01 0.00 -0.01 -0.03
C -2.506169 2.512380 0.826745 0.00 -0.09 0.24 -0.17
C -3.633724 3.050898 1.437042 0.04 0.12 -0.16 0.02
C -4.143540 2.421087 2.557476 0.03 -0.09 0.08 -0.03
C -3.508297 1.288029 3.040037 0.00 0.06 0.01 0.02
C -2.384563 0.828780 2.362690 0.01 0.05 0.05 -0.18
N -1.885752 1.427229 1.286624 -0.05 -0.06 -0.21 0.17
C -1.690038 -0.404096 2.813337 0.01 -0.07 -0.14 -0.32
N -1.004808 -1.171255 2.075545 0.00 0.13 0.05 0.14
C -0.648465 -2.333135 2.901557 0.00 0.01 0.02 -0.24
C -0.986893 -1.866580 4.327963 -0.04 0.00 -0.01 -0.07
O -1.872221 -0.741800 4.113021 -0.01 -0.01 0.00 0.01
C 0.773153 -2.803168 2.723891 0.03 -0.02 -0.07 -0.18
C 1.250662 -3.848921 3.509699 0.00 0.01 0.01 -0.04
C 2.543852 -4.318730 3.343871 0.03 0.00 -0.02 -0.07
C 3.372665 -3.756954 2.380129 -0.01 -0.02 0.03 -0.08
C 2.902307 -2.718772 1.591344 -0.01 0.02 0.01 -0.06
C 1.610001 -2.239847 1.768889 -0.06 -0.03 0.03 -0.05
H -0.630265 5.553027 -1.359324 0.00 0.03 0.01 0.13
H -2.036194 5.334737 -2.429539 -0.02 -0.01 -0.01 0.13
H -1.173313 3.240543 -3.183890 0.02 0.01 -0.03 0.15
H 0.790312 3.227631 -4.440534 0.00 0.02 0.00 0.12
H 3.256456 3.226159 -4.584114 -0.01 0.01 0.01 0.10
H 4.615290 3.543890 -2.544116 0.00 -0.01 0.00 0.11
H 3.499323 3.832534 -0.354327 0.00 0.00 -0.01 0.11
H 1.038134 3.814789 -0.210477 0.01 0.02 0.00 0.12
H -4.087705 3.943477 1.030594 -0.01 -0.01 0.00 0.12
H -5.023780 2.807762 3.053331 0.01 0.01 -0.01 0.12
H -3.861579 0.766964 3.918301 0.00 0.00 -0.02 0.12
H -1.317634 -3.146252 2.599685 0.01 -0.02 0.00 0.16
H -0.103601 -1.507455 4.858841 0.02 0.01 0.01 0.13
H -1.509590 -2.602123 4.932477 -0.01 0.00 0.01 0.13
H 0.603756 -4.311090 4.248487 0.01 0.01 -0.01 0.12
H 2.902482 -5.134313 3.958833 0.00 0.01 -0.01 0.10
H 4.377404 -4.133776 2.240369 0.00 0.00 0.01 0.11
H 3.540060 -2.281008 0.832497 -0.01 0.00 0.01 0.11
H 1.239901 -1.419958 1.168924 0.12 -0.08 0.09 0.03
C 2.111955 1.084532 2.332610 -0.06 -0.02 -0.02 -0.05
O 2.255196 0.822834 0.945182 -0.08 0.10 0.00 -0.12
C 3.513224 0.656760 0.470375 -0.02 -0.05 -0.07 -0.23
C 4.643935 0.589945 1.257751 0.01 0.01 0.03 -0.06
C 5.881964 0.392971 0.651236 0.05 0.00 0.03 -0.68
Br 7.426538 0.300859 1.744089 0.00 0.00 0.00 0.75
C 6.001993 0.267575 -0.708259 0.03 0.01 -0.03 -0.08
C 4.860153 0.337821 -1.518331 -0.08 0.01 0.07 -0.06
C 3.605873 0.532471 -0.930812 0.05 -0.04 -0.09 -0.21
O 2.463132 0.606556 -1.628997 0.30 -0.14 -0.37 -0.06
C 4.958227 0.233938 -2.974203 0.00 0.03 -0.08 -0.24
N 3.942855 0.399689 -3.787093 -0.10 -0.09 0.12 0.17
C 4.445323 0.249240 -5.069459 -0.02 -0.03 0.02 -0.21
C 3.801093 0.320365 -6.302997 0.00 -0.01 0.02 -0.01
C 4.565580 0.118771 -7.434364 -0.02 0.00 0.00 -0.08
C 5.940697 -0.149045 -7.352142 0.02 0.00 0.00 -0.09
C 6.592920 -0.222865 -6.136650 0.01 -0.01 0.02 -0.02
C 5.816199 -0.018311 -5.002027 0.00 0.03 0.03 -0.18
N 6.117917 -0.014136 -3.651896 0.05 -0.03 0.02 0.18
H 2.663418 1.983911 2.617520 0.00 0.01 0.00 0.10
H 2.451004 0.236559 2.932369 0.01 -0.02 0.00 0.09
H 1.047264 1.236626 2.492912 -0.01 0.00 0.00 0.09
H 4.581803 0.676791 2.332077 0.00 0.00 -0.02 0.10
H 6.982916 0.127341 -1.141732 -0.02 0.00 0.02 0.10
H 2.705998 0.545798 -2.601276 -0.06 0.07 0.19 0.08
H 2.737069 0.505029 -6.358390 -0.01 0.00 0.00 0.11
H 4.096248 0.155824 -8.408342 0.00 0.00 0.00 0.10
H 6.502216 -0.306712 -8.263557 0.00 0.00 0.01 0.10
H 7.652804 -0.434169 -6.076568 -0.02 0.00 0.00 0.11
H 7.010081 -0.223227 -3.243026 0.00 0.00 -0.01 0.15
F -2.785659 -2.721588 -5.204529 -0.02 -0.04 0.01 0.15
C -2.891904 -3.149275 -3.954112 0.07 -0.01 -0.04 -0.67
F -3.116948 -4.460005 -3.953703 -0.02 0.00 0.01 0.15
F -3.937206 -2.537270 -3.388839 -0.04 0.04 0.03 0.13
S -1.364441 -2.744623 -2.977358 -0.27 -0.31 -0.36 0.48
O -1.808385 -2.786366 -1.605205 -0.12 -0.23 -0.16 -0.43
O -0.966470 -1.444935 -3.480014 -0.20 -0.29 -0.42 -0.49
N -0.336414 -3.887550 -3.208496 -0.05 -0.01 0.06 -0.29
S 0.552728 -4.043515 -4.514876 0.19 -0.01 0.06 0.59
O -0.138790 -3.751591 -5.732459 -0.04 -0.04 -0.09 -0.27
O 1.320736 -5.239600 -4.378000 -0.04 0.02 -0.05 -0.27
C 1.827598 -2.685277 -4.373758 -0.08 -0.04 0.02 -0.66
F 1.434051 -1.576790 -4.995100 0.06 0.04 0.00 0.12
F 2.972598 -3.089659 -4.922794 0.00 0.04 -0.01 0.14
F 2.068453 -2.382742 -3.087190 0.05 0.05 0.04 0.10
```
Forces are in eV/Å.

As for the LUMO energy: -0.33 eV. For the energy above the lowest of the compared OMol25 structures with the same formula, charge and spin, the calculation gives 49.11 kJ/mol. The HOMO energy comes out at -8.38 eV. The calculation puts the gap between HOMO and LUMO at 8.05 eV. Its spin multiplicity is 1.

---

C16H19N4NiO3S | the ωB97M-V functional and the def2-TZVPD basis

```
44
Properties=species:S:1:pos:R:3:forces:R:3:lowdin_spin:R:1
Ni 0.173675 -0.997262 -0.360385 0.24 -0.07 0.25 1.72
C 3.371044 -3.291400 0.916091 0.09 -0.05 -0.16 0.00
C 2.660446 -1.954533 0.945088 0.10 -0.02 0.06 0.00
C 3.555558 -0.816202 1.383089 0.08 0.13 -0.12 0.00
O 2.167931 -1.641748 -0.414230 -0.09 0.02 -0.43 0.03
C 1.460306 -2.047743 1.888563 -0.44 0.03 -0.14 0.01
O 1.642915 -2.337057 3.042221 -0.03 -0.01 0.05 0.01
O 0.287332 -1.809178 1.342441 0.05 -0.22 0.36 0.10
H 4.268485 -3.248648 0.294426 -0.03 0.03 0.02 0.00
H 2.711106 -4.080100 0.542060 0.01 0.01 0.04 0.00
H 3.658692 -3.554247 1.930809 0.01 -0.01 0.01 0.00
H 4.448252 -0.762807 0.758297 -0.02 -0.02 0.01 0.00
H 3.850272 -0.982118 2.417165 0.00 0.01 0.00 0.00
H 3.023990 0.136004 1.322775 0.02 -0.02 0.03 0.00
H 2.307303 -2.418709 -0.971532 0.09 0.00 0.05 0.00
N -2.139106 -3.032714 0.680528 0.07 -0.12 -0.09 0.00
C -2.566509 -1.889177 0.138819 -0.08 0.23 -0.11 0.01
N -1.811213 -1.039071 -0.542855 -0.04 0.04 0.21 0.03
C -2.564533 0.073288 -0.964415 0.16 -0.19 -0.16 0.00
C -2.094810 1.124296 -1.740104 0.11 0.06 -0.06 0.00
C -2.963267 2.150267 -2.068716 -0.01 0.01 0.01 0.00
C -4.296798 2.122306 -1.659344 0.00 -0.04 -0.01 0.00
C -4.784422 1.055318 -0.924344 -0.03 0.03 -0.03 0.00
C -3.899572 0.043321 -0.583771 -0.14 -0.07 0.02 0.00
S -4.227828 -1.424705 0.299364 -0.10 0.02 0.01 0.00
H -1.157118 -3.104646 0.916654 0.05 0.11 0.10 0.00
H -2.772305 -3.563324 1.253981 -0.03 0.01 0.01 0.00
H -1.069871 1.128949 -2.095805 -0.09 0.04 0.01 0.00
H -2.604900 2.984056 -2.658193 -0.01 -0.04 -0.02 0.00
H -4.962693 2.927514 -1.937982 0.01 0.00 0.02 0.00
H -5.825630 1.009300 -0.632005 0.04 0.01 0.01 0.00
N 1.959708 1.110408 -1.830504 -0.23 -0.11 -0.03 0.00
C 1.229079 1.722412 -0.847629 0.15 0.06 0.08 0.01
C 1.147181 3.115952 -0.746761 0.05 0.07 -0.01 0.00
C 0.384827 3.666876 0.254336 0.01 0.04 -0.02 0.00
C -0.281743 2.840549 1.163297 0.04 0.06 0.03 0.00
C -0.172069 1.488992 0.994436 0.04 -0.05 0.00 0.00
N 0.554490 0.934801 -0.001204 -0.13 -0.05 -0.09 0.06
H 2.575257 1.678679 -2.385807 0.00 0.04 0.00 0.00
H 2.282064 0.171934 -1.649260 0.12 0.06 0.08 0.00
H 1.694494 3.733099 -1.447612 -0.04 0.00 0.03 0.00
H 0.312190 4.743472 0.343849 0.01 -0.03 0.00 0.00
H -0.863451 3.244044 1.978665 -0.01 -0.01 -0.03 0.00
H -0.668753 0.789554 1.655497 0.01 -0.03 -0.02 0.00
```
Forces are in eV/Å.

Its charge is +1. As for the LUMO energy (alpha / beta): -2.85 / -3.68 eV. The expectation value of S² is 2.01. The HOMO energy (alpha / beta) comes out at -11.61 / -11.62 eV. The calculation puts the gap between HOMO and LUMO (alpha / beta) at 8.76 / 7.94 eV. Its spin multiplicity is 3.

---

CH2P2S3 | the ωB97M-V functional and the def2-TZVPD basis

```
8
Properties=species:S:1:pos:R:3:forces:R:3:lowdin_charge:R:1
C -0.128923 -0.457712 0.814967 0.65 -1.31 2.07 -0.81
P -0.909933 -0.866233 -0.845602 1.74 0.75 0.03 0.17
P 0.179946 1.382167 0.623526 -1.23 -1.17 -0.61 0.16
S -1.525285 1.178780 -0.718716 -0.29 0.38 -0.10 0.13
S 0.813845 -0.836315 -1.974410 0.17 1.47 1.04 0.11
S 1.751100 1.244929 -0.587966 0.10 -1.21 -1.35 0.13
H -1.052267 -0.707867 1.422754 1.32 0.63 0.22 0.02
H 0.871517 -0.937748 1.265448 -2.46 0.45 -1.30 0.08
```
Forces are in eV/Å.

As for the LUMO energy: -2.07 eV. For the energy above the lowest of the compared OMol25 structures with the same formula, charge and spin, the calculation gives 81.26 kJ/mol. The HOMO energy comes out at -9.43 eV. The calculation puts the gap between HOMO and LUMO at 7.35 eV. Its spin multiplicity is 1.

---

C9H14O3S | the ωB97M-V functional and the def2-TZVPD basis

```
27
Properties=species:S:1:pos:R:3:forces:R:3:lowdin_charge:R:1
C 0.562018 2.461622 0.416030 2.45 2.01 -0.03 -0.07
C 0.331270 0.435549 3.597141 1.21 1.68 0.17 -0.71
C -0.607883 1.652973 0.229475 -0.31 -1.35 -1.35 -0.43
C -0.193504 0.398408 0.787647 -2.32 -1.18 0.78 -0.49
C -2.390678 0.742346 -1.283598 1.50 0.44 -3.44 -0.07
C 1.026389 -1.838931 1.073734 -3.91 1.90 3.15 -0.07
C 1.466464 -0.577705 -0.924531 -2.52 -0.52 -1.68 -0.06
C -1.192405 1.655080 -1.189945 2.49 -0.90 0.56 -0.18
C 1.010117 -0.385631 0.508798 1.14 -1.87 0.19 -0.43
O 1.680665 2.535311 0.722978 -0.27 -0.22 -0.18 0.18
O 0.591554 -0.411265 4.327046 0.05 -2.31 1.55 0.16
O 0.486837 1.496164 3.119772 -0.18 1.17 -0.27 0.08
S -1.301630 -0.049979 2.132265 -0.66 -1.85 -1.60 0.98
H -1.281795 2.219096 0.798226 -1.50 0.29 1.47 0.13
H -2.766694 0.865707 -2.341263 -0.16 -0.37 1.29 0.11
H -3.108466 0.805081 -0.556909 -2.07 1.25 1.70 0.04
H -2.100671 -0.258986 -1.134256 0.78 -1.42 -0.34 0.06
H 0.038279 -2.316531 0.975237 -0.12 0.26 -0.90 0.06
H 0.937848 -1.833314 2.211054 1.55 -0.28 -1.27 0.09
H 1.629706 -2.476044 0.539042 2.17 -1.25 -0.43 0.04
H 1.162266 0.303248 -1.507350 0.51 -0.46 -0.21 0.06
H 0.935885 -1.525923 -1.396387 1.19 1.94 0.73 0.13
H 2.530083 -0.655091 -0.927383 0.70 -0.35 -0.32 0.08
H -1.335759 2.664989 -1.457721 -0.58 1.24 -0.51 0.10
H -0.273951 1.313133 -1.738167 -1.56 0.08 -0.48 0.11
H 1.894257 0.092034 0.935983 0.11 0.61 0.69 0.13
H -1.619238 -1.354513 1.656731 0.31 1.47 0.73 -0.02
```
Forces are in eV/Å.

As for the LUMO energy (alpha / beta): -0.19 / 0.34 eV. For the energy above the lowest of the compared OMol25 structures with the same formula, charge and spin, the calculation gives 287.62 kJ/mol. The HOMO energy (alpha / beta) comes out at -6.98 / -7.56 eV. The calculation puts the gap between HOMO and LUMO (alpha / beta) at 6.79 / 7.89 eV. Its spin multiplicity is 1.